*1*
{"formula": "H22O11", "method": "wB97M-V/def2-TZVPD", "spin_multiplicity": 1, "smiles": "O.O.O.O.O.O.O.O.O.O.O", "homo_lumo_gap_ev": 9.53, "homo_energy_ev": -9.85, "symbols": ["O", "O", "O", "O", "O", "O", "O", "O", "O", "O", "O", "H", "H", "H", "H", "H", "H", "H", "H", "H", "H", "H", "H", "H", "H", "H", "H", "H", "H", "H", "H", "H", "H"], "coordinates": [[0.674, -0.868, -3.038], [-1.768, 1.207, 1.850], [0.543, 1.874, -2.897], [0.215, 2.698, 0.245], [3.164, -0.010, -1.009], [1.284, 0.198, 2.287], [-0.952, -1.090, 3.100], [0.593, -0.078, -0.292], [0.460, -2.544, 0.745], [-2.562, -1.997, 0.608], [-1.827, 0.832, -0.728], [0.736, -3.033, 0.005], [-0.161, -0.715, 2.720], [1.157, -2.761, 1.327], [0.575, 0.910, -2.945], [1.069, 2.197, -2.178], [3.192, 0.852, -1.451], [0.238, -0.685, -3.881], [-2.377, -2.057, -0.350], [0.779, 0.217, 1.465], [-0.995, -0.688, 3.971], [-1.738, -2.119, 1.060], [-1.674, 1.187, 0.866], [0.383, -0.965, 0.144], [-1.442, 0.391, 2.174], [1.137, 2.852, 0.011], [0.042, -1.320, -2.427], [-2.621, 0.310, -0.949], [-2.034, 1.707, -0.991], [2.267, 0.004, -0.795], [2.157, -0.154, 2.110], [-0.229, 0.402, -0.420], [-0.285, 3.248, -0.335]], "mulliken_charge": [-0.652, -0.714, -0.633, -0.540, -0.623, -0.694, -0.684, -0.418, -0.539, -0.619, -0.571, 0.249, 0.474, 0.264, 0.394, 0.267, 0.351, 0.316, 0.277, 0.205, 0.294, 0.320, 0.424, 0.289, 0.343, 0.271, 0.308, 0.220, 0.262, 0.276, 0.333, 0.271, 0.278]}

***

*2*
{"formula": "H22O11", "method": "wB97M-V/def2-TZVPD", "spin_multiplicity": 1, "smiles": "O.O.O.O.O.O.O.O.O.O.O", "homo_lumo_gap_ev": 10.60, "homo_energy_ev": -10.53, "symbols": ["O", "O", "O", "O", "O", "O", "O", "O", "O", "O", "O", "H", "H", "H", "H", "H", "H", "H", "H", "H", "H", "H", "H", "H", "H", "H", "H", "H", "H", "H", "H", "H", "H"], "coordinates": [[-13.535, -4.626, 27.630], [-9.708, -1.714, 23.592], [-11.186, -4.765, 23.471], [-10.731, -4.659, 26.158], [-8.366, -3.021, 25.567], [-7.444, -6.609, 25.616], [-13.229, -1.660, 28.177], [-10.557, -2.867, 29.033], [-12.733, -2.962, 24.579], [-12.574, -6.991, 26.564], [-10.438, -8.142, 25.950], [-11.208, -5.660, 23.133], [-13.043, -5.447, 27.639], [-6.588, -6.768, 25.218], [-11.892, -7.657, 26.649], [-10.247, -1.025, 23.204], [-12.209, -6.352, 25.951], [-11.154, -2.528, 29.700], [-12.186, -3.627, 24.160], [-12.666, -1.601, 28.949], [-7.422, -5.686, 25.870], [-11.097, -4.867, 24.418], [-9.954, -4.111, 26.048], [-13.391, -2.597, 28.068], [-12.136, -2.235, 24.754], [-9.914, -7.351, 25.829], [-10.248, -2.088, 28.569], [-10.267, -2.491, 23.583], [-10.545, -8.497, 25.068], [-11.228, -4.232, 26.856], [-8.370, -2.271, 24.972], [-7.739, -2.783, 26.250], [-14.366, -4.839, 28.054]], "mulliken_charge": [-0.620, -0.660, -0.719, -0.296, -0.608, -0.603, -0.580, -0.580, -0.620, -0.742, -0.685, 0.328, 0.329, 0.295, 0.403, 0.314, 0.299, 0.252, 0.362, 0.237, 0.315, 0.376, 0.207, 0.375, 0.295, 0.328, 0.332, 0.314, 0.323, 0.210, 0.291, 0.289, 0.240]}

***

If we sort the structures by their calculated energies, the order from most to least stable is *2*, *1*.

***

*1*
{"formula": "C4H7N", "method": "wB97M-V/def2-TZVPD", "spin_multiplicity": 1, "smiles": "CC(C)C#N", "homo_lumo_gap_ev": 12.51, "homo_energy_ev": -11.61, "symbols": ["N", "C", "C", "C", "C", "H", "H", "H", "H", "H", "H", "H"], "coordinates": [[2.054, -0.183, -1.869], [1.359, -0.225, -0.959], [0.364, -0.227, 0.185], [-0.903, -0.984, -0.282], [0.043, 1.171, 0.686], [-1.371, -0.306, -1.039], [-1.621, -1.022, 0.568], [-0.626, -1.972, -0.669], [0.832, -0.815, 0.973], [-0.221, 1.816, -0.177], [-0.840, 1.132, 1.390], [0.930, 1.614, 1.193]], "mulliken_charge": [-0.419, 0.105, 0.550, -1.216, -1.214, 0.302, 0.331, 0.362, 0.229, 0.329, 0.310, 0.331]}

***

*2*
{"formula": "C4H7N", "method": "wB97M-V/def2-TZVPD", "spin_multiplicity": 1, "smiles": "C=NC(=C)C", "homo_lumo_gap_ev": 8.94, "homo_energy_ev": -8.47, "symbols": ["N", "C", "C", "C", "C", "H", "H", "H", "H", "H", "H", "H"], "coordinates": [[-0.017, -0.714, -0.957], [-1.927, 0.018, 0.660], [-0.635, -0.043, 0.153], [0.531, 0.929, 0.644], [1.163, -1.132, -1.333], [1.980, -1.226, -0.658], [-2.713, -0.489, 0.223], [-2.234, 0.621, 1.466], [0.744, 1.704, -0.253], [0.389, 1.572, 1.538], [1.210, -1.553, -2.356], [1.510, 0.314, 0.872]], "mulliken_charge": [-0.453, -0.959, 0.722, -0.971, -0.229, 0.238, 0.330, 0.295, 0.240, 0.324, 0.249, 0.214]}

***

If we sort the structures by their calculated energies, the order from most to least stable is *1*, *2*.

***

*1*
{"formula": "C2H9NO2", "method": "wB97M-V/def2-TZVPD", "spin_multiplicity": 1, "smiles": "NCO.CO", "homo_lumo_gap_ev": 10.62, "homo_energy_ev": -10.07, "symbols": ["O", "O", "N", "C", "C", "H", "H", "H", "H", "H", "H", "H", "H", "H"], "coordinates": [[2.426, 0.811, 0.596], [-2.802, -0.957, -1.268], [-0.532, 0.010, -0.881], [-1.486, -1.067, -0.743], [2.437, 1.046, 1.976], [-1.044, -1.998, -1.233], [-0.951, 0.679, -1.519], [2.390, 0.100, 2.385], [-1.630, -1.326, 0.375], [-3.361, -0.870, -0.506], [3.317, 1.696, 2.170], [-0.693, 0.586, -0.054], [1.462, 0.709, 0.302], [1.537, 1.650, 2.223]], "mulliken_charge": [-0.495, -0.484, -0.498, -0.284, -0.494, 0.220, 0.240, 0.255, 0.238, 0.310, 0.194, 0.258, 0.321, 0.220]}

***

*2*
{"formula": "C2H9NO2", "method": "wB97M-V/def2-TZVPD", "spin_multiplicity": 1, "smiles": "C=NC.O.O", "homo_lumo_gap_ev": 11.23, "homo_energy_ev": -10.21, "symbols": ["O", "O", "N", "C", "C", "H", "H", "H", "H", "H", "H", "H", "H", "H"], "coordinates": [[0.299, -1.201, -1.610], [-2.407, -0.125, -1.100], [0.877, 0.345, 0.663], [-0.223, 0.408, 1.589], [2.016, 0.744, 1.048], [0.075, 0.829, 2.559], [0.356, -0.608, -0.827], [-0.725, -0.548, 1.717], [2.146, 1.110, 2.065], [-1.000, 1.082, 1.227], [1.066, -1.110, -2.183], [2.789, 0.585, 0.302], [-1.719, -0.276, -1.765], [-3.254, -0.109, -1.558]], "mulliken_charge": [-0.695, -0.621, -0.335, -0.877, -0.279, 0.345, 0.535, 0.274, 0.224, 0.260, 0.302, 0.250, 0.322, 0.295]}

***

If we sort the structures by their calculated energies, the order from most to least stable is *2*, *1*.

***

*1*
{"formula": "C3H10NO", "method": "wB97M-V/def2-TZVPD", "charge": 1, "spin_multiplicity": 1, "homo_lumo_gap_ev": 8.58, "homo_energy_ev": -14.31, "symbols": ["O", "N", "C", "C", "C", "H", "H", "H", "H", "H", "H", "H", "H", "H", "H"], "coordinates": [[0.218, 1.383, -1.467], [0.353, -0.142, 1.264], [-0.792, 0.509, 1.188], [-0.067, -1.389, 2.006], [0.445, 0.417, -2.520], [-1.109, 0.954, 0.305], [-1.752, 0.198, 1.731], [0.262, 2.265, -1.774], [1.251, -0.203, -2.095], [0.656, -2.166, 1.745], [0.755, 0.896, -3.450], [-0.420, -0.265, -2.586], [1.188, 0.356, 0.868], [0.111, -1.097, 3.041], [-1.102, -1.717, 1.743]], "mulliken_charge": [-0.473, -0.003, -0.275, -0.771, -0.520, 0.361, 0.299, 0.288, 0.201, 0.299, 0.328, 0.214, 0.344, 0.361, 0.346]}

***

*2*
{"formula": "C3H10NO", "method": "wB97M-V/def2-TZVPD", "charge": 1, "spin_multiplicity": 1, "homo_lumo_gap_ev": 10.92, "homo_energy_ev": -14.24, "symbols": ["O", "N", "C", "C", "C", "H", "H", "H", "H", "H", "H", "H", "H", "H", "H"], "coordinates": [[-2.623, 0.981, 0.518], [-1.101, -1.087, -0.174], [0.272, -0.702, -0.561], [2.507, 0.391, -0.151], [1.111, 0.013, 0.185], [-1.635, -0.166, 0.083], [2.808, -0.284, -0.940], [3.126, 0.408, 0.751], [0.636, -1.040, -1.535], [-3.526, 1.123, 0.216], [-1.662, -1.531, -0.892], [-0.980, -1.672, 0.665], [2.544, 1.479, -0.355], [0.784, 0.355, 1.177], [-2.262, 1.732, 1.013]], "mulliken_charge": [-0.643, -0.210, -0.352, -1.155, 0.053, 0.350, 0.349, 0.341, 0.250, 0.322, 0.382, 0.401, 0.303, 0.292, 0.316]}

***

If we sort the structures by their calculated energies, the order from most to least stable is *2*, *1*.

***

*1*
{"formula": "C3H10NO", "method": "wB97M-V/def2-TZVPD", "charge": 1, "spin_multiplicity": 1, "homo_lumo_gap_ev": 10.15, "homo_energy_ev": -15.18, "symbols": ["O", "N", "C", "C", "C", "H", "H", "H", "H", "H", "H", "H", "H", "H", "H"], "coordinates": [[0.032, -0.012, 0.948], [-0.426, 2.202, -0.330], [0.482, -2.238, 0.079], [1.096, -0.948, 0.581], [-1.376, 2.181, -1.167], [1.584, -0.430, -0.233], [-0.078, 3.063, 0.080], [-0.529, -0.465, 1.594], [-0.250, -2.172, -0.726], [-0.037, -2.690, 0.929], [1.692, -1.134, 1.464], [-1.719, 1.213, -1.521], [-0.057, 1.322, 0.157], [-1.675, 3.075, -1.707], [1.260, -2.967, -0.149]], "mulliken_charge": [-0.614, -0.079, -1.095, -0.111, -0.077, 0.296, 0.280, 0.321, 0.299, 0.352, 0.239, 0.262, 0.313, 0.288, 0.327]}

***

*2*
{"formula": "C3H10NO", "method": "wB97M-V/def2-TZVPD", "charge": 1, "spin_multiplicity": 1, "homo_lumo_gap_ev": 10.23, "homo_energy_ev": -13.88, "symbols": ["O", "N", "C", "C", "C", "H", "H", "H", "H", "H", "H", "H", "H", "H", "H"], "coordinates": [[-0.018, 1.670, -0.107], [-0.031, -1.021, 1.741], [-0.160, 0.708, -2.350], [0.546, -2.440, 1.626], [-0.368, 1.793, -1.306], [1.336, -2.793, 2.422], [0.186, -0.162, 1.171], [1.000, -2.672, 0.731], [0.564, 0.925, -3.167], [0.116, -0.617, 2.699], [-1.086, -1.008, 1.820], [-0.800, 2.832, -1.738], [0.136, -0.316, -1.848], [-0.143, -3.297, 1.733], [-1.055, 0.536, -2.972]], "mulliken_charge": [-0.547, -0.327, -0.757, -0.743, 0.283, 0.306, 0.293, 0.324, 0.285, 0.419, 0.416, 0.275, 0.131, 0.335, 0.307]}

***

If we sort the structures by their calculated energies, the order from most to least stable is *1*, *2*.

***

*1*
{"formula": "C3H10NO", "method": "wB97M-V/def2-TZVPD", "charge": 1, "spin_multiplicity": 1, "homo_lumo_gap_ev": 9.61, "homo_energy_ev": -13.60, "symbols": ["O", "N", "C", "C", "C", "H", "H", "H", "H", "H", "H", "H", "H", "H", "H"], "coordinates": [[-0.316, -0.119, -2.209], [1.094, 1.742, -0.079], [-0.179, -0.966, 0.071], [-0.777, -1.338, 1.423], [-0.860, -0.311, -0.921], [2.079, 1.780, 0.105], [0.679, 0.744, -0.090], [0.755, -1.454, -0.189], [0.636, -0.157, -2.112], [-0.081, -1.102, 2.236], [-0.940, -2.399, 1.377], [-1.692, -0.823, 1.654], [-1.902, 0.033, -0.881], [0.880, 2.095, -1.035], [0.625, 2.274, 0.648]], "mulliken_charge": [-0.455, -0.429, -0.031, -1.158, -0.411, 0.370, 0.186, 0.392, 0.364, 0.309, 0.337, 0.355, 0.364, 0.426, 0.381]}

***

*2*
{"formula": "C3H10NO", "method": "wB97M-V/def2-TZVPD", "charge": 1, "spin_multiplicity": 1, "homo_lumo_gap_ev": 10.31, "homo_energy_ev": -13.74, "symbols": ["O", "N", "C", "C", "C", "H", "H", "H", "H", "H", "H", "H", "H", "H", "H"], "coordinates": [[1.074, -0.530, 1.426], [0.418, 0.945, -0.933], [-0.216, -0.251, 1.829], [0.236, -0.174, -1.911], [-1.386, -0.376, 1.235], [-0.443, 1.420, -0.659], [-0.251, 0.166, 2.841], [-0.625, -0.076, -2.551], [-1.395, -0.550, 0.156], [1.112, -0.129, -2.544], [1.483, -1.070, 2.110], [0.865, 0.715, -0.033], [0.368, -1.114, -1.401], [-2.313, -0.622, 1.726], [1.074, 1.646, -1.289]], "mulliken_charge": [-0.574, -0.241, 0.039, -0.843, -0.709, 0.417, 0.365, 0.365, 0.203, 0.360, 0.366, 0.198, 0.332, 0.302, 0.420]}

***

If we sort the structures by their calculated energies, the order from most to least stable is *1*, *2*.